Record 1
{
  "formula": "C26H21N5O3RuS4",
  "method": "ωB97M-V/def2-TZVPD",
  "homo_ev": [-3.7, -4.0],
  "total_charge": -1,
  "spin_multiplicity": 2,
  "lumo_energy_ha": [0.0450, 0.0451],
  "s_squared": 0.76,
  "elements": ["C", "C", "N", "C", "H", "H", "H", "H", "C", "C", "H", "C", "C", "C", "C", "O", "Ru", "C", "H", "C", "H", "C", "H", "C", "H", "O", "S", "N", "N", "C", "H", "C", "S", "H", "N", "H", "H", "C", "C", "H", "C", "S", "H", "N", "C", "C", "C", "H", "H", "C", "C", "H", "H", "C", "C", "H", "S", "H", "C", "O"],
  "xyz": [[1.14, -2.95, 2.80], [3.15, -1.92, 1.69], [-3.50, 6.55, 0.82], [-0.91, -1.92, -0.46], [-6.18, -2.79, -0.96], [5.43, -0.25, 1.87], [0.40, 4.38, 0.72], [1.93, 4.01, -1.21], [-5.11, -2.61, -0.85], [1.76, -2.25, 1.63], [-5.02, -3.39, 1.15], [3.47, -3.65, -5.94], [-3.11, -2.73, 0.46], [-0.82, 2.30, 2.18], [1.73, 1.89, -1.13], [3.51, -0.82, -0.41], [1.67, -1.18, -1.18], [-2.33, 4.35, 1.98], [-2.22, 2.92, 3.55], [-1.75, 3.16, 2.60], [3.67, -2.22, 2.59], [-4.39, -2.06, -1.90], [-4.50, 6.86, 2.60], [2.65, -1.93, -4.12], [2.39, 1.70, -1.96], [-0.34, -1.35, -1.47], [3.11, -4.52, -4.45], [-0.33, -2.27, 0.65], [-2.04, 4.68, 0.71], [5.35, -0.96, 1.05], [5.82, -0.54, 0.17], [-3.24, 5.12, 2.71], [3.14, -1.92, -5.80], [-3.50, 4.87, 3.73], [1.03, -1.96, 0.59], [0.69, -3.89, 2.48], [5.87, -1.87, 1.34], [-3.79, 6.22, 2.08], [-3.03, -1.83, -1.77], [-2.45, -1.41, -2.57], [0.41, 1.01, 0.52], [2.16, -3.35, -1.84], [0.33, -2.36, 3.22], [1.21, 0.82, -0.52], [-2.64, 5.74, 0.21], [1.47, 3.18, -0.70], [2.63, -3.13, -3.49], [1.89, -3.15, 3.57], [-2.40, 5.99, -0.82], [-2.38, -2.17, -0.58], [0.06, 2.27, 1.00], [-2.59, -2.99, 1.37], [-0.66, 1.44, 2.83], [3.89, -1.25, 0.74], [-4.47, -2.95, 0.33], [-4.89, -1.80, -2.83], [2.20, -0.45, -3.35], [0.02, 0.12, 0.99], [0.62, 3.38, 0.37], [3.77, -4.19, -6.98]]
}



Record 2
{
  "formula": "C26H22B3N3O25",
  "method": "ωB97M-V/def2-TZVPD",
  "homo_ev": -5.3,
  "total_charge": -2,
  "lumo_energy_ha": 0.0661,
  "elements": ["N", "C", "O", "C", "C", "H", "H", "O", "H", "H", "N", "O", "H", "C", "O", "H", "H", "O", "H", "C", "O", "C", "O", "B", "O", "C", "H", "H", "O", "C", "H", "C", "C", "O", "O", "O", "C", "C", "C", "O", "H", "C", "H", "O", "H", "C", "O", "O", "H", "B", "N", "O", "H", "O", "C", "H", "C", "C", "H", "B", "C", "C", "O", "O", "O", "H", "C", "C", "O", "H", "C", "O", "H", "H", "C", "O", "C", "C", "O"],
  "xyz": [[-3.74, -30.92, -16.93], [2.16, -24.09, -17.90], [-8.89, -29.58, -21.65], [-5.54, -20.93, -18.85], [-4.42, -21.41, -19.77], [-5.84, -30.75, -16.55], [-2.15, -26.15, -16.53], [-4.51, -21.61, -20.97], [-2.34, -27.20, -9.68], [-1.87, -31.28, -17.49], [-2.68, -26.69, -17.21], [-9.26, -25.34, -20.45], [-6.41, -32.96, -16.76], [-2.82, -31.78, -17.34], [-10.05, -29.58, -19.65], [-2.09, -27.04, -17.95], [3.51, -22.47, -17.08], [-3.44, -22.35, -16.66], [-3.34, -26.08, -17.66], [-2.46, -28.20, -10.11], [-0.64, -29.13, -11.16], [-1.32, -31.19, -22.83], [-4.66, -35.77, -22.36], [-3.62, -21.15, -17.54], [-3.31, -21.41, -18.97], [-1.96, -20.69, -16.03], [-4.49, -34.76, -17.59], [-0.50, -28.63, -9.21], [-2.77, -20.12, -16.94], [-2.39, -30.58, -21.89], [-3.17, -27.32, -11.91], [-9.61, -30.61, -21.66], [-2.46, -22.09, -15.77], [-5.02, -20.61, -17.65], [-2.05, -22.83, -14.89], [-2.28, -29.59, -21.18], [2.56, -21.91, -18.89], [1.63, -22.33, -19.94], [-5.39, -32.76, -17.03], [-1.87, -32.22, -23.41], [2.95, -20.92, -18.73], [-2.57, -28.18, -11.60], [-1.10, -28.27, -13.13], [-6.11, -34.02, -24.11], [-3.00, -29.11, -11.95], [-4.38, -34.58, -22.58], [-1.01, -20.11, -15.46], [-9.76, -31.49, -22.53], [2.48, -24.79, -17.14], [-9.10, -28.77, -20.44], [1.32, -24.52, -18.90], [-10.96, -31.65, -19.98], [-3.06, -27.54, -16.83], [-4.29, -32.62, -23.82], [-7.76, -27.10, -19.64], [0.54, -24.00, -20.72], [-4.37, -33.70, -17.42], [-8.95, -26.50, -20.36], [-0.64, -27.17, -11.86], [-3.18, -32.52, -22.85], [2.82, -22.86, -17.81], [-3.06, -33.20, -17.45], [-3.25, -33.87, -22.21], [-0.28, -30.61, -23.07], [-9.68, -27.50, -20.78], [-2.21, -33.87, -17.58], [-5.06, -31.42, -16.87], [-5.08, -33.67, -23.57], [-7.83, -28.42, -19.73], [-1.34, -30.14, -9.49], [-1.20, -29.13, -9.88], [-3.40, -31.41, -21.94], [-3.28, -28.70, -9.60], [1.24, -21.67, -20.70], [-10.32, -30.68, -20.29], [-6.66, -20.63, -19.22], [1.13, -23.66, -19.89], [-1.14, -28.12, -12.05], [-6.86, -26.53, -19.03]]
}



| no. | calculated total energy (eV) |
| --- | --- |
| 1 | -86822.980 |
| 2 | -85021.773 |